C15H17B2F4N5O4SSr | the ωB97M-V functional and the def2-TZVPD basis

## Properties
**Relative energy (zero: lowest compared OMol25 entry of this formula, charge and spin)**: 121.9 kJ/mol
**Net charge**: +2
**LUMO energy (spin up / spin down)**: -0.3392 / -0.3255 Ha
**Energy**: -2034.1994 a.u.
**Orbital gap (spin up / spin down)**: 0.1897 / 0.2034 Ha

Positions of all 49 atoms, in Å:
Sr (-0.057, -0.278, -0.200)
C (1.829, -1.755, 3.867)
C (1.490, -0.925, 2.672)
N (0.293, -0.693, 2.309)
O (-0.851, -1.106, 2.617)
B (-2.259, 0.309, 2.745)
F (-1.456, 1.307, 3.108)
F (-3.040, -0.308, 3.603)
O (-2.792, 0.341, 1.420)
N (-1.990, 1.031, 0.527)
C (-2.509, 1.933, -0.210)
C (-3.919, 2.382, -0.249)
C (-1.446, 2.622, -1.087)
N (-0.282, 2.107, -1.062)
O (0.871, 2.299, -1.538)
B (2.228, 2.406, -0.206)
F (1.476, 2.759, 0.847)
F (3.155, 3.175, -0.733)
O (2.774, 1.048, -0.111)
N (2.064, 0.240, 0.761)
C (2.574, -0.222, 1.832)
C (3.967, -0.116, 2.316)
C (-1.716, 3.878, -1.856)
H (0.940, -2.175, 4.328)
H (2.370, -1.155, 4.599)
H (2.495, -2.561, 3.550)
H (-4.495, 1.852, 0.504)
H (-4.351, 2.190, -1.233)
H (-3.980, 3.455, -0.059)
H (4.517, 0.591, 1.699)
H (4.454, -1.092, 2.251)
H (3.996, 0.205, 3.357)
H (-2.768, 3.936, -2.123)
H (-1.097, 3.914, -2.750)
H (-1.472, 4.741, -1.230)
S (0.704, -5.264, -0.366)
C (0.856, -3.584, -0.577)
N (-0.195, -2.852, -0.312)
C (-1.249, -3.669, 0.101)
C (-2.529, -3.233, 0.456)
C (-3.454, -4.175, 0.844)
C (-3.129, -5.541, 0.882)
C (-1.875, -5.986, 0.531)
C (-0.935, -5.029, 0.139)
H (1.791, -3.172, -0.936)
H (-2.801, -2.184, 0.431)
H (-4.452, -3.866, 1.124)
H (-3.881, -6.254, 1.190)
H (-1.628, -7.038, 0.556)